Record 1
NPS | ωB97M-V/def2-TZVPD

Charge: 0
2S+1: 1
Kohn-Sham gap (spin up / spin down), eV: 7.8 / 7.4

Each line ends with the Löwdin charge.
Element x y z (Å)
S (0.15, 1.00, 0.00)  0.236
N (0.66, -0.44, 0.00)  -0.593
P (-1.61, 0.01, 0.00)  0.358

=====

Record 2
C4H9NO2 | ωB97M-V/def2-TZVPD

Charge: 0
2S+1: 1
Kohn-Sham gap, eV: 10.2

Each line ends with the Löwdin charge.
Element x y z (Å)
H (-2.50, -1.65, -1.31)  0.074
H (0.99, 2.32, -0.41)  0.120
C (1.70, 0.27, -0.70)  -0.168
H (-0.20, -0.96, 1.47)  0.162
O (1.22, -0.82, 0.06)  -0.053
O (0.28, 0.97, 1.01)  -0.069
C (1.33, 1.46, 0.19)  -0.153
H (-1.40, 0.69, -0.37)  0.111
C (0.00, -0.35, 0.59)  -0.407
H (-3.18, -0.60, -0.05)  0.077
N (-1.11, -0.28, -0.36)  -0.025
H (2.14, 1.78, 0.85)  0.120
H (1.16, 0.30, -1.65)  0.115
H (-2.14, -1.95, 0.41)  0.075
H (2.78, 0.18, -0.88)  0.128
C (-2.28, -1.16, -0.34)  -0.105

=====

Record 3
C33H40Br2ClO5Ti | ωB97M-V/def2-TZVPD

Charge: -1
2S+1: 3
Kohn-Sham gap (spin up / spin down), eV: 5.1 / 7.5

Each line ends with the Löwdin spin population.
Element x y z (Å)
H (-5.11, 3.52, -0.13)  0.000
H (-2.70, -3.23, 0.84)  0.000
H (-1.10, -2.77, -1.13)  0.001
H (-2.33, 7.21, 2.41)  0.000
C (2.05, 0.08, 4.27)  0.005
C (4.81, -0.72, -1.54)  0.008
C (-3.15, -2.29, 0.48)  0.002
H (-0.14, 7.88, 1.28)  0.000
O (-2.11, -1.42, 0.05)  0.019
H (-2.94, 8.34, -1.11)  0.000
C (-0.23, -2.51, 2.30)  0.005
C (2.43, -0.81, -1.69)  0.008
Br (6.53, -0.98, -2.32)  0.002
C (4.71, -0.25, -0.24)  0.000
C (0.85, 0.59, 3.77)  0.011
C (-2.52, 4.59, 0.41)  -0.001
H (3.67, -1.21, 3.78)  0.000
H (-3.55, 4.92, 0.38)  0.000
C (-3.07, -2.20, -1.93)  0.001
C (3.44, -0.06, 0.30)  0.020
O (-0.65, -3.63, 2.58)  0.000
C (2.78, 0.91, 5.12)  0.000
O (-0.61, 1.52, 0.39)  0.022
C (-2.64, 7.29, -1.03)  0.000
H (-4.36, 0.82, -0.85)  0.000
C (2.23, -0.33, -0.38)  0.015
C (-3.51, 1.51, -0.82)  0.000
H (-2.43, 0.60, 1.55)  0.001
H (-1.57, -1.27, 3.45)  0.001
H (-2.60, 0.94, -0.99)  0.000
H (-3.75, 6.87, 1.43)  0.000
H (-3.05, 8.49, 1.43)  0.000
H (-2.97, -3.04, -2.63)  0.000
H (-4.76, 3.64, 1.60)  0.000
H (1.56, -1.06, -2.30)  0.001
H (2.18, -1.63, 2.95)  0.003
C (-3.30, 1.24, 1.68)  0.001
C (-4.79, 2.96, 0.75)  0.000
H (-3.66, -1.81, 1.31)  0.000
C (-0.21, 5.12, 0.46)  0.000
O (0.43, -2.15, 1.27)  0.029
C (-3.45, 2.25, 0.53)  0.000
H (-4.88, -1.85, -0.76)  0.000
H (3.71, 0.56, 5.54)  0.000
H (2.39, -2.02, 4.67)  0.000
H (0.87, 3.72, 5.05)  0.000
H (-3.55, 6.69, -1.09)  0.000
C (-0.94, 2.78, 0.46)  0.003
C (-1.90, 7.04, 0.29)  0.001
H (3.40, 0.34, 1.31)  0.007
H (-2.02, 7.04, -1.88)  0.000
C (2.59, -1.27, 3.90)  0.004
H (-4.40, -3.55, -0.80)  0.000
O (0.06, -0.16, 2.90)  0.034
H (-3.21, 1.76, 2.63)  0.000
H (-3.63, 2.24, -1.63)  0.000
C (2.33, 2.19, 5.41)  0.003
H (0.04, 7.70, -0.47)  0.000
H (-4.19, 0.61, 1.73)  0.000
C (-2.28, 3.23, 0.49)  0.003
H (-0.48, 2.25, 3.54)  0.000
C (3.67, -1.00, -2.28)  -0.001
H (-1.17, -1.09, -1.73)  0.005
Cl (3.29, 3.20, 6.48)  0.001
H (-5.55, 2.20, 0.94)  0.000
H (0.62, 5.80, 0.49)  0.000
Br (1.87, 3.22, 0.62)  0.008
C (0.42, 1.89, 4.02)  0.004
C (-1.75, -1.88, -1.24)  0.010
H (-0.06, -1.71, 4.30)  0.001
C (0.06, 3.76, 0.51)  0.005
C (-2.81, 7.43, 1.46)  0.000
H (-0.97, 8.99, 0.19)  0.000
H (3.76, -1.38, -3.29)  0.000
Ti (0.37, -0.14, 0.76)  1.744
H (-3.43, -1.34, -2.49)  0.000
C (-0.67, 7.95, 0.33)  0.000
C (-1.52, 5.57, 0.39)  0.005
C (-0.49, -1.41, 3.34)  0.008
H (5.60, -0.02, 0.32)  0.000
C (-4.02, -2.52, -0.76)  0.001
C (1.17, 2.71, 4.85)  0.000

=====

Record 4
C32H74BrNO12P3 | ωB97M-V/def2-TZVPD

Charge: +1
2S+1: 1
Kohn-Sham gap, eV: 9.5

Each line ends with the Löwdin charge.
Element x y z (Å)
C (5.43, -3.53, 2.15)  -0.215
H (-9.28, 7.23, 3.18)  0.088
H (-0.56, -4.73, 1.78)  0.093
O (3.77, -5.64, -4.70)  -0.171
Br (-2.02, -2.58, 0.87)  0.827
H (1.06, -3.92, -1.62)  0.103
H (-4.15, 7.31, 4.42)  0.070
H (5.02, -5.52, 1.53)  0.117
H (0.66, 0.61, -4.90)  0.083
H (-4.02, 5.57, 4.52)  0.083
H (-3.97, 0.63, -1.70)  0.119
O (-0.38, 2.61, -3.33)  -0.182
O (-1.68, 4.11, -1.97)  -0.169
H (0.75, -3.82, -6.60)  0.100
H (1.09, 4.74, -1.97)  0.069
H (-2.94, 5.55, 2.23)  0.109
C (0.98, 2.18, -3.47)  -0.285
H (5.73, -6.14, -4.60)  0.122
O (-4.89, 6.05, 2.03)  -0.180
H (7.03, -1.78, 3.25)  0.101
P (-1.13, 2.64, -1.91)  0.404
O (-0.25, 2.00, -0.92)  -0.225
H (7.09, -4.73, 2.75)  0.104
C (7.39, -3.27, 4.76)  -0.106
H (-7.77, 7.96, 0.03)  0.102
H (-0.75, 5.00, -0.33)  0.115
H (6.33, -3.47, 4.95)  0.063
H (2.41, -5.37, -7.85)  0.079
O (2.92, -3.44, -5.64)  -0.208
H (0.95, -6.10, 2.61)  0.119
H (0.41, 0.11, -3.24)  0.065
C (-0.48, -1.88, 1.80)  -0.641
C (0.75, -4.91, -6.56)  -0.292
H (1.73, -2.70, -2.70)  0.112
O (1.44, -5.38, -5.40)  -0.201
H (1.43, 2.81, -4.24)  0.122
H (-0.37, -0.62, 0.08)  0.072
H (0.16, 5.60, -3.19)  0.091
H (-9.48, 8.90, 3.77)  0.084
N (0.48, -2.95, 2.27)  -0.102
C (-3.36, 1.42, -1.28)  -0.260
H (2.87, -5.33, 4.04)  0.140
H (-5.02, 2.26, -0.19)  0.084
C (1.04, 0.73, -3.89)  -0.070
C (-7.11, 6.33, -1.21)  -0.071
C (4.63, -4.83, 2.28)  -0.183
C (-8.81, 8.22, 3.24)  -0.070
C (6.95, -3.73, 2.33)  -0.204
C (-0.12, -3.55, -3.38)  -0.067
H (0.01, -3.14, -4.38)  0.073
H (7.75, -2.58, 5.51)  0.072
H (0.76, 6.46, -1.76)  0.086
H (0.90, -5.02, -8.71)  0.080
H (3.26, -2.85, 4.12)  0.113
H (0.58, -1.98, 4.14)  0.143
C (0.56, 0.48, 1.69)  -0.075
C (1.33, -5.50, -7.83)  -0.068
H (1.80, -1.48, 3.02)  0.122
C (-7.48, 8.13, 3.96)  -0.236
H (1.54, 2.35, -2.55)  0.101
H (7.46, -3.66, 1.38)  0.108
H (1.59, 0.47, 2.02)  0.072
O (-7.16, 6.35, 1.21)  -0.195
H (4.76, -6.05, -2.27)  0.082
H (5.05, -2.80, 2.86)  0.093
C (-4.22, 2.59, -0.86)  -0.069
H (-0.90, -4.05, 3.40)  0.135
P (2.62, -4.53, -4.71)  0.432
C (1.21, -3.65, -2.67)  -0.260
H (1.17, -1.27, 0.53)  0.118
O (2.05, -4.70, -3.22)  -0.185
C (2.33, -4.67, 3.36)  -0.318
H (5.43, -4.41, -4.76)  0.117
H (-7.31, 5.26, -1.31)  0.073
H (-8.82, 6.55, 0.06)  0.119
H (2.06, 0.35, -3.85)  0.079
H (4.63, -4.30, -2.41)  0.063
C (5.19, -5.18, -2.76)  -0.085
H (-0.29, -5.22, -6.45)  0.117
H (0.46, 1.33, 1.03)  0.045
H (3.04, -3.61, 1.62)  0.099
C (5.09, -5.32, -4.26)  -0.264
O (-5.67, 8.35, 1.20)  -0.211
H (-7.47, 6.83, -2.11)  0.080
H (6.23, -5.06, -2.46)  0.079
C (-0.14, -4.25, 2.65)  -0.127
C (-0.94, 5.21, -1.38)  -0.231
H (-6.03, 6.45, -1.16)  0.075
H (-3.64, 3.35, -0.34)  0.067
H (-6.95, 9.09, 3.90)  0.120
C (3.12, -4.63, 2.04)  -0.149
C (1.27, -2.35, 3.39)  -0.077
H (-8.70, 8.59, 2.22)  0.070
P (-6.02, 7.17, 2.00)  0.394
H (7.92, -4.22, 4.86)  0.076
H (5.26, -3.13, 1.15)  0.110
H (-7.63, 7.91, 5.01)  0.119
H (-2.55, 6.56, 4.43)  0.079
C (0.25, -0.83, 0.94)  -0.253
O (-2.40, 1.77, -2.29)  -0.166
C (-3.58, 6.45, 4.07)  -0.077
H (-0.87, -1.37, 2.68)  0.094
H (-0.80, -2.89, -2.83)  0.074
C (0.34, 5.52, -2.12)  -0.067
C (-7.78, 6.87, 0.03)  -0.290
C (-3.59, 6.36, 2.56)  -0.270
H (1.13, -6.57, -7.88)  0.078
H (1.95, -3.48, 5.06)  0.128
H (1.09, -3.13, 1.48)  0.151
H (2.74, -5.34, 1.31)  0.119
H (-4.67, 3.06, -1.73)  0.088
H (-3.23, 7.28, 2.11)  0.115
H (-2.83, 1.00, -0.41)  0.102
C (0.91, -5.22, 3.26)  -0.106
H (-0.04, 0.58, 2.59)  0.081
H (-0.59, -4.53, -3.47)  0.091
C (2.28, -3.31, 4.04)  -0.109
O (-6.63, 7.07, 3.45)  -0.180
H (0.57, -5.59, 4.22)  0.125
H (8.59, -2.58, 3.11)  0.104
H (-1.62, 6.07, -1.42)  0.122
H (4.80, -5.26, 3.27)  0.112
C (7.54, -2.74, 3.34)  -0.264